Density functional theory data (ωB97M-V/def2-TZVPD) for 2 unconnected molecules or ions with the total composition C39H38Cl3F8N2O5 at a distorted geometry.

```
! RIJCOSX wB97M-V def2-TZVPD def2/J DEFGRID3
* xyz 1 1
C -2.967 0.461 -1.879
H 2.467 -2.996 0.817
C 0.055 1.128 -0.830
C 0.430 3.241 2.190
H 2.421 -6.219 -2.215
C 2.067 -5.218 -1.893
C 1.192 -2.684 -1.062
O -10.544 1.501 -2.155
C 0.677 -1.294 -0.586
C -3.975 -1.643 0.000
H 4.987 -1.040 0.618
H 3.458 -1.621 -1.903
H 3.248 -0.427 -0.563
H -0.274 1.023 3.317
C 1.164 -4.339 -2.634
H -2.168 3.048 -1.110
H -4.313 -2.453 0.688
C -0.114 2.351 -1.797
H -0.894 3.271 0.435
H 3.933 0.788 -3.254
C 7.060 -1.532 -0.209
C 2.101 -3.383 -0.158
C -10.112 1.867 0.128
N -0.056 0.047 1.376
C -2.217 -0.144 4.590
F 9.751 -0.077 0.320
C 3.748 -0.586 -1.571
H 0.322 3.243 -1.250
C -9.805 1.315 -1.212
H 0.780 -4.732 -3.613
H 2.203 2.082 1.348
H 7.886 1.413 -0.711
H 0.476 2.262 -2.743
F 8.607 2.628 0.753
C -3.099 -2.014 -1.110
H -6.830 -0.244 -0.409
Cl -2.283 2.383 2.136
H -4.189 1.894 -0.602
C -4.351 -0.239 0.139
H -2.353 -0.567 2.406
C -8.052 0.878 1.016
O -7.308 0.691 1.961
C -1.638 2.716 -2.047
C -3.867 0.830 -0.753
C 7.858 1.505 0.406
H 0.676 4.242 1.735
C 0.518 -0.131 -1.466
H 3.232 -5.323 0.072
C -1.624 -0.754 3.248
C -0.224 1.199 0.618
Cl -1.923 -1.279 5.997
H 0.501 -2.038 1.485
C -0.287 0.005 2.850
C 7.714 -1.047 1.145
C 8.612 0.265 1.011
C -2.636 -0.951 -2.024
C 3.097 0.430 -2.584
H 1.771 1.683 3.127
H 0.577 -0.546 3.326
N 0.711 -3.110 -2.260
F 6.834 -0.906 2.192
F 6.565 1.642 0.870
C -0.674 2.541 1.259
H -1.989 -1.296 -2.872
C -7.744 0.327 -0.322
C 1.794 2.468 2.319
H 2.654 1.344 -2.115
Cl -0.184 3.658 3.870
H -5.046 0.036 0.970
H -9.506 2.059 2.148
H 2.550 3.223 2.685
H -1.765 0.856 4.831
H -11.028 2.438 0.217
O 0.023 -0.274 -3.830
C 0.370 -1.147 0.824
C -8.557 0.529 -1.357
C 5.512 -1.317 -0.333
H -1.360 -1.839 3.355
C -2.445 1.604 -2.813
H -2.765 -3.068 -1.285
F 8.605 -2.049 1.531
C 0.865 -0.248 -2.980
F 9.022 0.566 2.304
C -9.298 1.664 1.162
H 5.078 -2.316 -0.651
H -3.369 2.110 -3.226
H -1.631 3.627 -2.717
H -3.328 -0.054 4.434
O 2.188 -0.305 -3.442
F 7.662 -0.971 -1.335
C 2.560 -4.722 -0.587
F 7.299 -2.904 -0.325
H -1.895 1.224 -3.718
H -8.348 0.133 -2.343
O 5.148 -0.393 -1.378
*
```

gap between HOMO and LUMO: 6.80 eV
lowest unoccupied orbital energy: -4.6 eV


Density functional theory data (ωB97M-V/def2-TZVPD) for 13 unconnected molecules or ions with the total composition C39H38Cl6O28 at a distorted geometry.

```
! RIJCOSX wB97M-V def2-TZVPD def2/J DEFGRID3
* xyz 0 1
O -3.979 -0.338 6.441
O 4.137 -5.027 -5.499
C -3.778 2.906 4.898
H -6.440 2.606 -1.442
C -2.000 -5.212 6.755
Cl -1.812 5.005 -1.033
H 4.199 -3.022 0.853
C -2.106 0.635 5.144
H 0.986 -4.747 -0.576
O 5.807 1.848 2.658
O -0.532 1.669 -1.835
H -5.122 1.886 6.110
C 4.248 1.621 -1.280
O 0.926 -7.152 5.586
O 2.880 -3.633 2.062
C -5.251 3.396 1.324
H -3.224 4.301 -6.564
O 4.903 -2.678 0.303
O 3.608 -3.791 -3.021
H -0.533 -2.888 4.666
C 4.004 -3.838 -5.396
C 3.714 -1.724 -4.018
H -1.925 2.320 -0.302
O 3.942 1.546 -2.452
C -6.038 3.029 -3.262
H 5.053 -1.306 1.152
H -1.894 -1.178 5.708
H 1.455 -0.046 -1.848
H -5.175 3.585 2.395
C 4.088 -2.945 -6.549
C 0.140 -6.120 5.929
C -6.466 3.537 -4.455
C -1.715 1.670 4.355
O -3.202 3.399 -6.237
C 4.327 0.473 -0.380
C 0.728 -0.135 -1.054
H -1.239 -7.232 7.103
Cl 0.440 1.758 -5.337
H 1.238 3.188 -3.646
C 0.954 -1.106 -0.134
H -0.730 1.618 3.914
C -0.326 0.805 -1.030
O -4.315 2.218 -1.782
O 1.645 -4.728 4.873
C -3.457 0.546 5.783
O -6.886 3.032 -2.178
C -0.544 -3.809 5.231
H 3.461 -4.736 -3.108
H 4.041 -0.473 -0.816
H -4.123 4.849 4.549
H -3.406 -3.421 6.340
H 0.638 -4.050 -1.874
C -5.582 3.685 -5.658
O -2.109 3.752 3.322
Cl -1.723 5.948 -3.895
Cl -6.828 2.739 0.958
Cl -5.089 4.971 0.469
O 1.988 -1.963 -0.171
C 5.344 2.907 0.564
H 2.601 -3.181 2.858
C 0.485 -4.819 5.205
O -4.559 4.016 4.742
Cl 1.015 4.567 -5.466
H 5.698 3.874 0.889
H 4.042 0.045 -7.375
H -0.007 5.160 -2.512
H 5.007 -3.331 -0.389
C 3.735 -3.054 -4.152
C -4.123 3.249 -5.291
O 4.171 -0.891 -7.543
H -2.769 2.409 -3.945
C -1.029 0.847 0.327
C -0.760 -0.129 1.267
H 3.364 -1.244 -3.116
O 0.556 -4.913 1.007
C -1.670 -3.902 5.999
O 1.058 -4.837 -1.526
C 4.859 0.557 0.855
C -0.886 5.774 -2.312
H 1.593 -6.959 4.923
H 2.524 2.864 -4.852
H 3.230 -4.469 2.371
C -1.001 -6.289 6.632
H -7.488 3.880 -4.528
C 0.169 -1.213 1.178
H 0.364 -5.574 1.672
C -4.181 1.808 5.586
O -3.019 -5.526 7.367
O -1.870 1.853 0.535
C 3.760 -0.848 -5.150
O 0.328 -2.027 2.075
O -5.993 4.292 -6.675
C 4.772 2.880 -0.659
C 5.403 1.778 1.473
H -1.330 0.045 2.168
H 2.115 -2.331 0.706
O -2.645 -2.991 5.944
O -1.347 -0.513 5.283
H -4.468 2.683 1.067
C -3.766 2.806 -4.068
O 3.565 0.362 -5.033
C -2.479 2.895 4.105
C -4.621 2.571 -2.955
O 4.913 -0.509 1.667
C 1.464 3.074 -4.706
H -0.597 6.781 -2.011
C 3.973 -1.608 -6.405
H 4.174 -3.400 -7.525
H 1.260 -4.387 1.386
H 4.281 3.761 -2.249
O 4.782 3.964 -1.455
*
```

gap between HOMO and LUMO: 7.30 eV
lowest unoccupied orbital energy: -2.2 eV
energy relative to the best compared isomer or geometry (same formula, charge and spin): 219.7 kJ/mol


Density functional theory data (ωB97M-V/def2-TZVPD) for a molecular structure, C39H38N3O2Ti at a distorted geometry.

```
! RIJCOSX wB97M-V def2-TZVPD def2/J DEFGRID3
* xyz -1 1
C -1.284 0.331 4.384
C 1.335 -0.472 -3.503
O 3.659 -2.141 -1.105
C 1.263 -3.667 -1.442
C 2.887 -1.202 0.919
C -1.922 -0.465 -2.129
C -2.718 -2.144 -0.469
C -0.855 3.632 0.588
H -4.010 -5.777 0.027
H -4.688 -1.776 -1.259
O 1.215 1.742 4.125
H 2.318 -3.925 -1.339
H -3.086 4.595 1.692
C 1.702 2.237 -0.574
C 0.565 -2.293 -4.880
C 1.103 -2.687 -2.560
C 1.748 0.961 -3.404
H 2.177 5.152 -2.312
C 1.400 -1.318 -2.384
C 3.662 4.259 -1.053
H 0.231 -2.657 -5.843
H -1.368 4.498 0.174
H -1.356 0.466 -2.236
C -4.464 -3.801 -0.669
C -3.251 0.280 -0.101
C 2.976 2.225 0.018
H 3.272 1.424 0.696
C 3.918 -1.685 1.706
C -3.403 3.274 3.341
C 0.898 -0.962 -4.721
H 4.903 3.125 0.277
H 2.600 1.061 -2.736
C -2.713 3.740 2.238
C 3.937 3.201 -0.210
H 4.651 -2.329 1.246
C -2.358 -4.425 0.252
H -0.847 -0.405 3.705
C -2.910 2.176 4.017
H -0.845 2.822 -0.156
H -0.894 -2.867 0.353
C -0.937 -0.479 0.168
H -0.512 0.609 5.104
H 0.828 -0.293 -5.569
H -4.132 0.327 -0.737
C 3.071 -0.352 3.506
H -2.842 -0.390 -2.712
H -3.564 -0.009 0.901
C -1.903 -3.131 0.072
N 0.154 1.393 2.104
H 4.408 5.021 -1.238
C -4.010 -2.505 -0.838
C -3.646 -4.768 -0.113
C 1.471 3.343 -1.412
Ti 0.749 0.516 0.229
C -1.544 3.133 1.818
C 2.800 -1.445 -0.544
H -2.810 1.276 -0.040
H 0.946 -3.226 -0.498
H 4.738 -1.710 3.695
C 2.416 4.328 -1.651
N 1.897 -0.446 1.437
H -1.179 -0.703 1.226
C 0.683 -3.146 -3.800
C -1.740 1.542 3.628
C 1.087 1.163 3.040
H -3.447 1.792 4.873
H 0.447 -4.195 -3.926
H 0.509 3.457 -1.912
N 1.755 -0.824 -1.119
C 3.976 -1.311 3.042
H 2.018 1.360 -4.380
H -4.316 3.756 3.659
H -2.116 -0.126 4.918
C 2.066 0.085 2.663
H 3.137 0.061 4.502
H 0.692 -4.571 -1.635
H -5.468 -4.056 -0.976
H -1.317 -1.273 -2.535
C -1.020 2.030 2.518
H -1.705 -5.168 0.685
H 0.926 1.550 -2.995
H 0.177 3.908 0.810
C -2.192 -0.719 -0.635
*
```

gap between HOMO and LUMO (spin up / spin down): 5.75 / 5.99 eV
lowest unoccupied orbital energy (spin up / spin down): 1.9 / 2.0 eV
energy relative to the best compared isomer or geometry (same formula, charge and spin): 137.2 kJ/mol